DFT (ωB97M-V with the def2-TZVPD basis set) results for a molecular structure, C26H58Br4Cl6N3O9V2 in a non-equilibrium geometry.

```
! RIJCOSX wB97M-V def2-TZVPD def2/J DEFGRID3
* xyz -1 1
O -13.2011 4.0168 -8.4999
V -13.7480 2.4588 -8.3214
O -14.0897 1.7462 -9.6260
O -20.5834 5.0856 -9.8906
V -19.3890 4.0809 -9.5648
O -18.3937 4.7203 -8.5486
O -15.2013 2.2315 -6.6140
C -16.4951 2.8775 -6.6573
C -17.5221 2.6130 -5.4761
O -17.7596 1.2454 -5.1651
H -16.9247 2.6354 -7.6293
H -16.3377 3.9537 -6.7286
H -18.4190 3.1553 -5.7755
H -17.2032 3.0879 -4.5483
C -15.5128 3.2811 -12.5730
C -16.4538 4.2992 -11.8817
C -16.4767 5.5889 -12.7954
C -17.3221 5.5992 -14.0496
C -18.7088 5.0469 -13.7165
C -18.7611 3.6962 -13.0138
N -17.8918 3.7797 -11.7841
O -18.1602 2.6486 -10.9021
C -18.3414 2.6588 -14.0780
C -20.2760 3.5016 -12.7326
C -15.7833 4.6120 -10.5133
H -15.4740 3.3491 -13.6602
H -15.8589 2.2972 -12.2564
H -14.4924 3.4017 -12.2092
H -15.4056 5.6651 -12.9827
H -16.8482 6.3830 -12.1477
H -16.8248 4.9393 -14.7605
H -17.2943 6.5356 -14.6068
H -19.4727 5.1685 -14.4844
H -18.9593 5.7498 -12.9220
H -17.2656 2.6350 -14.2517
H -18.8291 2.6748 -15.0526
H -18.6156 1.6577 -13.7453
H -20.4710 2.7586 -11.9592
H -20.9794 3.3024 -13.5410
H -20.6223 4.4619 -12.3504
H -14.7091 4.7926 -10.4726
H -15.9468 3.7425 -9.8766
H -16.1475 5.5745 -10.1540
Br -18.8933 5.3770 -19.4672
C -20.3499 4.5654 -18.5001
C -21.2047 5.5090 -17.6757
Br -22.5149 4.5133 -16.5826
H -19.9105 3.8697 -17.7852
H -20.9492 3.9576 -19.1780
H -21.7161 6.2577 -18.2808
H -20.5678 6.1210 -17.0371
Br -13.2956 6.9403 -11.0168
C -14.2381 8.1973 -9.8428
C -13.2804 9.0687 -9.0250
Br -14.2312 9.9043 -7.5097
H -14.8349 7.6049 -9.1492
H -14.8704 8.7885 -10.5052
H -12.8111 9.8218 -9.6580
H -12.5138 8.4061 -8.6234
C -16.6478 -0.4847 -12.2875
C -17.4712 -0.7632 -11.0558
C -17.4831 -2.2170 -10.5887
O -18.0834 -2.5236 -9.2818
C -18.5129 -3.9025 -9.1671
N -17.0695 0.1177 -10.0593
H -16.8706 -1.2738 -13.0057
H -15.6035 -0.5824 -11.9910
H -16.9665 0.4499 -12.7489
H -18.4848 -0.5752 -11.4101
H -16.4658 -2.6051 -10.5374
H -17.9947 -2.8501 -11.3137
H -18.8773 -4.1522 -8.1706
H -17.7171 -4.5584 -9.5197
H -19.3871 -4.0956 -9.7888
H -16.1000 -0.1110 -9.8920
H -17.0748 1.0276 -10.4975
C -20.4947 0.5876 -17.8714
C -20.4060 0.0853 -16.4432
C -18.8999 -0.2026 -16.0717
O -18.1707 -1.0015 -16.9660
C -16.8579 -1.4782 -16.5491
N -20.8745 1.1019 -15.5112
H -21.3736 1.2114 -18.0344
H -20.6527 -0.2948 -18.4915
H -19.6471 1.2003 -18.1786
H -21.0398 -0.8013 -16.4255
H -18.8178 -0.6209 -15.0685
H -18.3499 0.7325 -15.9664
H -16.0751 -0.8634 -16.1050
H -16.3481 -2.0646 -17.3135
H -17.0813 -2.1235 -15.6995
H -20.0691 1.6931 -15.3633
H -21.0748 0.6825 -14.6145
C -15.8858 2.8304 -18.0500
Cl -15.5691 2.7785 -19.7812
Cl -16.1398 4.5301 -17.5683
H -16.8263 2.3051 -17.8835
H -15.0124 2.4983 -17.4889
C -12.0633 1.4227 -12.9896
Cl -13.2873 1.1634 -14.3018
Cl -11.6041 3.0954 -12.7721
H -12.3922 1.1384 -11.9900
H -11.2405 0.7222 -13.1320
C -22.6716 6.5748 -13.5718
Cl -21.6810 8.0942 -13.9320
Cl -23.2516 6.7300 -11.9190
H -23.5953 6.5018 -14.1459
H -22.0307 5.7062 -13.7230
*
```

* HOMO: -0.103 Ha
* LUMO energy: 0.33 eV
* gap between HOMO and LUMO: 0.115 hartree